Entry from the OMol25 dataset: C42H44P2Re as an isolated structure (wB97M-V/def2-TZVPD).

## Properties
Relative energy (zero: lowest compared OMol25 entry of this formula, charge and spin) (kcal per mole): 6.7
Expectation value of S²: 3.786
E_HOMO (spin up / spin down) (eV): -13.173 / -13.371
Molar mass (g/mol): 796.97
Energy (a.u.): -2387.029668
Gap between HOMO and LUMO (spin up / spin down) (eV): 6.9 / 5.6
Maximum force (eV/Å): 2.75

```
! RIJCOSX wB97M-V def2-TZVPD def2/J DEFGRID3
* xyz 2 4
Re 0.37639 -1.76908 1.49132
C 1.32912 -2.16352 3.61534
C 1.29676 -0.77004 3.42836
C 2.49621 0.04665 3.01260
C 2.80476 0.05685 1.50026
C 2.13456 -1.02308 0.68366
C 2.29423 -2.43605 1.01007
C 3.26428 -2.85943 2.11251
C 2.63413 -2.91307 3.51908
C -0.81935 -1.80637 -0.16086
H 0.57671 -2.62199 4.27425
H 0.52060 -0.24301 3.98563
H 3.38796 -0.27970 3.57042
H 2.32125 1.09085 3.29930
H 2.49693 1.03332 1.09171
H 3.89450 0.00518 1.37690
H 1.99519 -0.80707 -0.37930
H 2.26385 -3.15717 0.18921
H 4.16271 -2.21609 2.14407
H 3.61255 -3.87403 1.86892
H 2.46165 -3.96429 3.80546
H 3.36030 -2.50902 4.24646
H -1.67283 -2.49234 0.02171
H -0.19230 -2.23736 -0.96216
H -1.19794 -0.81764 -0.45023
P -1.90900 2.46338 -0.82958
P -0.18491 1.24858 -2.46404
C -0.32121 3.33538 -0.85869
C 0.55364 2.74187 -1.72059
C -3.18632 3.76933 -1.02387
C -2.90625 5.14055 -0.89749
C -3.94985 6.03541 -0.64722
C -5.27885 5.59764 -0.66803
C -5.56379 4.26743 -1.01962
C -4.52180 3.36328 -1.22356
C -2.08494 2.10696 0.92949
C -1.25214 1.04905 1.33274
C -1.44313 0.45566 2.55278
C -2.12929 1.16720 3.55562
C -2.85942 2.30978 3.19926
C -2.92425 2.72573 1.86860
C -0.72495 2.06049 -4.10496
C -1.79721 2.97208 -4.09254
C -1.95170 3.93643 -5.09090
C -1.15144 3.87836 -6.23866
C -0.24507 2.81991 -6.37663
C -0.02512 1.92783 -5.31552
C 1.26259 0.25841 -2.95119
C 1.01263 -0.92894 -3.66960
C 2.06569 -1.58265 -4.30818
C 3.36989 -1.08753 -4.18174
C 3.63800 -0.02873 -3.31061
C 2.58788 0.62533 -2.65827
H -0.13486 4.19410 -0.20449
H 1.54128 3.11130 -2.00310
H -1.87765 5.49804 -0.95270
H -3.72439 7.08234 -0.41455
H -6.09162 6.28440 -0.42433
H -6.59942 3.93699 -1.10775
H -4.73696 2.32714 -1.50278
H -0.47248 0.67731 0.65028
H -1.06209 -0.58696 2.70652
H -2.07061 0.82097 4.58350
H -3.40016 2.86316 3.97246
H -3.59561 3.52853 1.56162
H -2.52431 2.96373 -3.27103
H -2.68899 4.73260 -4.98099
H -1.23933 4.64856 -7.00870
H 0.30907 2.70895 -7.31257
H 0.70633 1.12968 -5.44462
H -0.00501 -1.31619 -3.73805
H 1.86338 -2.46268 -4.91622
H 4.17852 -1.53743 -4.75584
H 4.66635 0.29579 -3.14027
H 2.79426 1.42097 -1.94498
C -0.13187 -3.77515 1.45767
C 0.39297 -4.87715 2.36684
C -0.16533 -5.01606 3.63917
C 0.51328 -5.73657 4.62109
C 1.64059 -6.48533 4.26910
C 2.05655 -6.54664 2.93173
C 1.41897 -5.74894 1.96751
H -1.19343 -3.61410 1.73603
H -0.07357 -4.17833 0.43554
H -1.09266 -4.48256 3.86863
H 0.17151 -5.70746 5.65495
H 2.15160 -7.06115 5.04765
H 2.88071 -7.21342 2.65795
H 1.71303 -5.77915 0.91309
*
```

These are the Löwdin partial charges, in e, on atoms 1 to 8: Re 1.4148; C -0.1789; C -0.1977; C -0.1521; C -0.1767; C -0.3055; C -0.2709; C -0.1432

Entry from the OMol25 dataset: C42H45Br2CoN3O2Sb2 as an isolated structure (wB97M-V/def2-TZVPD).

## Properties
Relative energy (zero: lowest compared OMol25 entry of this formula, charge and spin) (kcal per mole): 18.7
Expectation value of S²: 0.794
E_HOMO (spin up / spin down) (eV): -6.751 / -6.703
Molar mass (g/mol): 1086.10
Energy (a.u.): -8953.422727
Gap between HOMO and LUMO (spin up / spin down) (eV): 6.8 / 6.9
Maximum force (eV/Å): 0.77

```
! RIJCOSX wB97M-V def2-TZVPD def2/J DEFGRID3
* xyz 0 2
Co -0.70490 1.03246 -0.35866
Br -0.94036 3.12140 1.38407
C -2.83086 3.04398 1.17012
C -3.55606 3.98535 1.83139
C -4.96629 3.95224 1.75034
C -5.58220 2.97966 1.02306
C -4.83039 1.98896 0.33746
C -5.48443 0.96588 -0.39410
C -4.75373 -0.00103 -1.01585
C -3.33927 0.02255 -0.95290
C -2.64021 0.99976 -0.28778
C -3.40540 2.00032 0.38993
H -3.05679 4.74826 2.41363
H -5.54585 4.70082 2.27688
H -6.66407 2.94226 0.95721
H -6.56834 0.96078 -0.42896
H -5.25489 -0.79474 -1.56022
H -2.79753 -0.77851 -1.44985
C 4.32652 2.08540 2.53461
Sb 2.45145 1.47321 1.65630
C 1.49095 1.33848 3.56278
C 2.94354 -0.64162 1.64810
C 3.70488 -1.45791 0.59906
C 3.68837 -2.84174 0.82088
C 4.34684 -3.74357 0.00248
C 5.07691 -3.26598 -1.07808
C 5.11977 -1.90356 -1.30947
C 4.44292 -0.98160 -0.49988
C 4.51903 0.46827 -0.88372
Sb 2.74440 1.08138 -1.99914
C 3.58196 3.00965 -2.48388
C 3.41231 0.15443 -3.82113
H 4.54553 1.41656 3.36926
H 4.25131 3.10956 2.90518
H 5.14424 2.03421 1.81345
H 2.02692 0.62523 4.19311
H 0.45635 1.01506 3.43888
H 1.50556 2.32153 4.03873
H 1.95723 -1.09496 1.77456
H 3.45715 -0.76485 2.60680
H 3.13525 -3.21517 1.67646
H 4.29903 -4.80561 0.21310
H 5.61905 -3.94526 -1.72460
H 5.70423 -1.52361 -2.14081
H 5.36985 0.66327 -1.53723
H 4.61926 1.11387 -0.01293
H 4.55984 2.88052 -2.95107
H 3.68992 3.60413 -1.57329
H 2.92011 3.53844 -3.17407
H 4.46138 0.40393 -3.99205
H 2.80151 0.50434 -4.65356
H 3.30997 -0.92875 -3.73583
N -1.41497 -3.11894 -2.98388
C -1.21256 -2.13281 -4.03698
C -0.45746 -0.91611 -3.51735
O -0.05417 -0.04417 -4.24058
O -0.30956 -0.88491 -2.18741
H -2.29522 -3.60552 -3.05548
H -0.72397 -1.71105 -1.84723
H -0.67613 -3.80824 -2.95169
H -2.17738 -1.75765 -4.37909
H -0.68084 -2.49762 -4.91486
N -0.55374 -0.30975 0.87507
C -0.91475 -1.24880 1.61453
C -1.41913 -1.03231 3.03188
C -2.39491 -0.07582 3.28690
C -2.82612 0.16974 4.58451
C -2.27627 -0.53808 5.64715
C -1.30082 -1.49606 5.40222
C -0.88290 -1.74715 4.10170
C -0.83467 -2.69715 1.16021
C 0.13740 -3.08546 0.24643
C 0.23097 -4.40237 -0.18461
C -0.67088 -5.35316 0.27537
C -1.66438 -4.97279 1.16988
C -1.73861 -3.65826 1.61548
H -2.82305 0.46568 2.45110
H -3.59100 0.91654 4.76371
H -2.60912 -0.34822 6.66054
H -0.86765 -2.05156 6.22645
H -0.12039 -2.49692 3.91327
H 0.84407 -2.34204 -0.10614
H 1.01871 -4.68894 -0.87441
H -0.59632 -6.38328 -0.05290
H -2.37761 -5.70412 1.53193
H -2.51509 -3.36811 2.31415
Br -3.40542 3.19180 -4.88935
C -2.00182 3.35743 -3.64184
C -1.29362 4.53364 -3.52213
C -0.26055 4.56652 -2.60247
C -0.00687 3.44543 -1.83516
N -0.72233 2.31999 -1.92564
C -1.69086 2.27476 -2.83978
H -1.53892 5.39365 -4.13170
H 0.34758 5.45282 -2.47723
H 0.80452 3.43749 -1.11868
H -2.24520 1.35413 -2.92462
*
```

These are the Löwdin partial charges, in e, on atoms 1 to 8: Co 0.2774; Br 0.8754; C -0.5543; C -0.1370; C -0.0809; C -0.0389; C -0.1646; C -0.0493

Entry from the OMol25 dataset: C42H46AsFN6NiO3 as an isolated structure (wB97M-V/def2-TZVPD).

## Properties
Relative energy (zero: lowest compared OMol25 entry of this formula, charge and spin) (kcal per mole): 18.6
Expectation value of S²: 2.005
E_HOMO (spin up / spin down) (eV): -12.307 / -12.353
Molar mass (g/mol): 835.48
Energy (a.u.): -6025.890208
Gap between HOMO and LUMO (spin up / spin down) (eV): 7.6 / 7.7
Maximum force (eV/Å): 0.81

```
! RIJCOSX wB97M-V def2-TZVPD def2/J DEFGRID3
* xyz 2 3
Ni 2.19422 0.33379 -0.09869
C 5.21147 -1.04755 -2.36804
C 4.92041 0.42076 -2.48239
C 5.29742 1.06978 -3.65928
C 4.98619 2.39523 -3.83434
C 4.32795 3.05114 -2.80722
C 4.03569 2.36016 -1.64655
N 4.31601 1.06120 -1.47700
C 3.36345 3.05680 -0.51172
C 3.45893 4.43407 -0.36250
C 2.82771 5.04195 0.69925
C 2.16260 4.25892 1.62556
C 2.13826 2.89082 1.45425
N 2.69055 2.30997 0.37673
C 1.52488 1.99914 2.48208
C 1.01673 2.52756 3.65760
C 0.41192 1.68307 4.56698
C 0.31857 0.34257 4.25879
C 0.86942 -0.12842 3.07204
C 0.76302 -1.58250 2.74826
N 1.49660 0.68857 2.20841
H 5.07727 -1.52918 -3.33582
H 4.54413 -1.51846 -1.66297
H 6.24315 -1.21501 -2.05140
H 5.81248 0.50735 -4.43248
H 5.22503 2.90997 -4.75699
H 4.00809 4.07228 -2.94560
H 4.05047 5.02146 -1.04757
H 2.87971 6.11561 0.82450
H 1.68295 4.72397 2.47282
H 1.09565 3.58305 3.87799
H 0.01724 2.07051 5.49947
H -0.16958 -0.35333 4.93037
H 0.07126 -2.08304 3.42454
H 1.74115 -2.04823 2.84910
H 0.42109 -1.71137 1.72643
C -4.13348 -1.09913 -4.44463
C -3.73349 0.32797 -4.09857
N -2.75791 0.39820 -2.99098
C -1.44285 0.34842 -3.28700
C -0.43399 0.40306 -2.38183
C 0.96295 0.28420 -2.92468
O 1.09534 0.35015 -4.14271
O 1.88146 0.05414 -2.05358
C -0.74317 0.55996 -0.99957
O 0.10273 0.74643 -0.09148
C -2.17376 0.54787 -0.66792
C -2.58448 0.62317 0.66347
C -3.90888 0.59108 0.98938
F -4.24581 0.72967 2.29053
C -4.91393 0.45603 0.01396
C -4.49991 0.37912 -1.30302
C -3.15126 0.44904 -1.66559
N -6.30860 0.37255 0.29387
C -7.21898 1.23037 -0.46513
C -8.45790 0.41465 -0.84022
N -8.64250 -0.65582 0.21019
C -8.32275 -0.11216 1.57681
C -6.80893 0.14570 1.65474
H -4.86662 -1.10147 -5.25493
H -4.56464 -1.61288 -3.58032
H -3.26191 -1.66817 -4.77586
H -4.59633 0.92975 -3.83291
H -3.27413 0.81346 -4.95236
H -1.18228 0.28207 -4.33899
H -1.83722 0.73976 1.44482
H -5.25117 0.22887 -2.07067
H -6.74985 1.59146 -1.37070
H -7.50210 2.11266 0.11842
H -8.35086 -0.08747 -1.79569
H -9.35615 1.02449 -0.85789
H -7.99548 -1.41295 0.01126
H -9.58260 -1.03486 0.17035
H -8.64015 -0.82669 2.32756
H -8.90958 0.79271 1.69279
H -6.30905 -0.71999 2.07464
H -6.64594 0.98541 2.32716
C 2.03373 -3.77704 0.77896
As 2.69411 -2.19988 -0.16023
C 2.59078 -2.99151 -1.93763
C 4.58670 -2.39790 0.40164
C 4.69220 -2.40181 1.91194
C 4.98612 -3.56913 2.61067
C 5.06399 -3.56624 4.00014
C 4.85473 -2.39270 4.71241
C 4.58335 -1.21444 4.02669
C 4.50647 -1.22291 2.64019
H 2.48553 -4.63739 0.28850
H 0.95321 -3.84219 0.68510
H 2.31295 -3.77983 1.82860
H 3.46455 -3.61256 -2.10833
H 2.50994 -2.22949 -2.70712
H 1.70314 -3.61755 -1.95684
H 5.15471 -1.56526 -0.00498
H 4.96260 -3.32109 -0.02824
H 5.14955 -4.49302 2.06309
H 5.29910 -4.48450 4.52670
H 4.92319 -2.39098 5.79608
H 4.44288 -0.28626 4.57323
H 4.33047 -0.29966 2.11215
*
```

These are the Löwdin partial charges, in e, on atoms 1 to 8: Ni 0.6305; C -0.0343; C -0.2835; C -0.0005; C -0.0217; C -0.0040; C -0.2145; N 0.1411